Density functional theory data (the ωB97M-V functional and the def2-TZVPD basis) for an isolated molecule of C13H14N6O3.

```
36
Properties=species:S:1:pos:R:3:forces:R:3:mulliken_charge:R:1
N 2.4077 3.9143 -0.3957 -0.04 0.15 -0.01 -0.456
C 2.2574 2.7998 -0.1587 -0.15 0.71 -0.19 -0.036
C 2.0249 1.4255 0.0884 -0.35 -0.88 0.24 0.059
N 0.8608 0.8769 0.1036 0.30 0.01 0.10 -0.162
N -0.2425 1.5738 -0.1043 0.66 1.04 -0.26 -0.094
C -1.4803 0.9820 -0.0373 -0.77 -0.61 0.07 0.502
C -1.6110 -0.3620 0.3317 0.14 0.28 -0.06 -0.060
C -2.8579 -0.9390 0.3838 -0.45 0.07 -0.07 -0.769
C -3.9833 -0.1799 0.0708 1.19 0.57 -0.05 -0.143
C -3.8630 1.1605 -0.2884 -0.25 -0.36 0.09 -0.503
C -2.6167 1.7397 -0.3420 0.37 -0.13 0.07 -0.633
H -2.5102 2.7779 -0.6191 -0.01 0.12 -0.04 0.352
H -4.7536 1.7238 -0.5203 -0.01 0.03 -0.01 0.475
N -5.2829 -0.7833 0.1218 -0.57 -0.27 0.02 0.994
O -6.2396 -0.0886 -0.1567 -0.21 0.09 -0.04 -0.625
O -5.3506 -1.9535 0.4386 -0.06 -0.21 0.05 -0.619
H -2.9842 -1.9726 0.6668 0.02 -0.03 0.01 0.474
H -0.7262 -0.9240 0.5828 0.01 -0.08 0.03 0.520
H -0.1966 2.5745 -0.3090 0.11 -0.30 0.08 0.294
C 3.2067 0.6138 0.5282 -0.01 0.36 0.39 0.954
N 3.8395 0.9009 1.5956 0.35 0.10 0.26 -0.791
H 3.5037 1.7144 2.0967 -0.26 -0.01 -0.17 0.263
N 3.5906 -0.4226 -0.2439 -0.05 -0.22 -0.30 0.067
C 2.8940 -0.8772 -1.4181 -0.17 -0.26 -0.14 -0.872
H 3.6499 -1.1658 -2.1578 -0.10 0.08 0.01 0.403
H 2.2866 -0.0801 -1.8450 0.10 -0.10 -0.05 0.402
C 2.0156 -2.0931 -1.0508 -0.06 0.05 -0.25 -0.207
O 2.5002 -2.7361 0.1063 -0.12 -0.01 0.20 -0.421
C 3.9065 -2.8068 0.1256 0.16 -0.01 -0.09 -0.365
H 4.1655 -3.4400 0.9747 0.09 0.04 -0.12 0.331
C 4.5185 -1.3987 0.2897 0.06 -0.15 0.21 -0.840
H 5.4773 -1.3324 -0.2367 0.01 -0.02 0.09 0.324
H 4.6709 -1.1470 1.3396 0.06 -0.11 -0.15 0.449
H 4.2708 -3.2857 -0.7955 -0.01 -0.01 0.08 0.302
H 0.9989 -1.7788 -0.8088 0.06 0.00 -0.09 0.100
H 1.9827 -2.7991 -1.8953 -0.02 0.08 0.07 0.331
```
Forces are in eV/Å.

- Structure (SMILES): [H]/N=C(\C(C#N)=N\Nc1ccc([N+](=O)[O-])cc1)N1CCOCC1
- HOMO energy: -8.889 eV
- Orbital gap: 0.291 hartree
- Electronic energy: -28786.45949 eV